Entry 1:
# C28H40F6NO7PPtS2Se

A structure of composition C28H40F6NO7PPtS2Se (wB97M-V/def2-TZVPD, the OMol25 dataset).

- multiplicity = 6
- LUMO level (spin up / spin down) (eV) = 1.971 / -0.312
- net charge = -1

```
87
Properties=species:S:1:pos:R:3:mulliken_spin:R:1
Pt 2.4768 -0.8622 -1.8276 1.305
C 0.8100 4.6237 3.2857 0.028
C -0.3315 3.8503 2.6053 0.038
C -1.3834 3.4524 3.6511 0.031
C -0.9930 4.7700 1.5785 0.010
C 0.2484 2.5960 1.9693 0.065
C 0.2222 2.3803 0.5800 0.054
C 0.7816 1.2593 0.0510 0.186
Se 0.7291 0.9841 -1.8464 0.248
C -0.7132 -0.2784 -1.8858 -0.015
C -2.0136 0.2146 -1.7811 -0.056
C -3.0902 -0.6435 -1.7896 0.013
C -2.8051 -2.0140 -1.9215 0.003
C -1.5369 -2.5433 -2.0320 0.023
C -0.4203 -1.6452 -2.0156 0.066
O 0.7884 -2.1248 -2.1210 0.178
C -1.2933 -4.0491 -2.1576 0.006
C -2.6055 -4.8377 -2.1704 0.002
C -0.4665 -4.5483 -0.9612 0.005
C -0.5514 -4.3586 -3.4677 0.004
C -4.5388 -0.1789 -1.6629 0.001
C -5.3285 -0.5964 -2.9112 0.000
C -5.1798 -0.8206 -0.4242 0.000
C -4.6412 1.3395 -1.5184 0.000
C 1.4284 0.2618 0.8827 0.273
O 1.8917 -0.7855 0.3831 0.386
C 1.5086 0.5189 2.3163 0.021
C 0.8793 1.6441 2.7860 -0.055
C 2.2596 -0.3929 3.2888 0.054
C 1.2182 -1.2776 3.9939 0.033
C 2.9911 0.4704 4.3314 0.013
C 3.3233 -1.2944 2.6439 -0.008
H 0.4187 5.5398 3.7341 0.001
H 1.5806 4.8920 2.5615 -0.001
H 1.2827 4.0358 4.0729 -0.001
H -1.7976 4.3491 4.1170 0.002
H -0.9574 2.8312 4.4394 -0.002
H -2.2011 2.8973 3.1875 -0.001
H -1.3990 5.6448 2.0892 0.000
H -1.8169 4.2731 1.0620 -0.002
H -0.2782 5.1223 0.8333 -0.001
H -0.2314 3.1042 -0.0816 -0.004
H -2.1504 1.2851 -1.6900 -0.005
H -3.6425 -2.6988 -1.9330 -0.001
H -3.1746 -4.7008 -1.2476 0.000
H -2.3755 -5.9008 -2.2634 0.000
H -3.2401 -4.5602 -3.0156 0.000
H -0.9991 -4.3583 -0.0253 0.000
H 0.5035 -4.0598 -0.9195 -0.003
H -0.3075 -5.6264 -1.0496 0.000
H -1.1348 -4.0131 -4.3253 -0.001
H -0.4146 -5.4390 -3.5640 0.000
H 0.4284 -3.8876 -3.4952 -0.002
H -5.3154 -1.6787 -3.0468 0.000
H -4.8986 -0.1423 -3.8060 0.000
H -6.3715 -0.2788 -2.8284 0.000
H -5.1665 -1.9095 -0.4869 0.000
H -6.2206 -0.5008 -0.3232 0.000
H -4.6396 -0.5315 0.4796 0.000
H -4.2260 1.8542 -2.3872 0.000
H -4.1175 1.6922 -0.6272 0.000
H -5.6904 1.6291 -1.4274 0.000
H 0.9100 1.8417 3.8480 0.002
H 0.4833 -0.6748 4.5328 -0.001
H 1.7182 -1.9342 4.7094 0.002
H 0.6886 -1.9016 3.2715 -0.005
H 2.3133 1.0448 4.9643 0.002
H 3.6789 1.1583 3.8377 -0.001
H 3.5672 -0.1834 4.9882 -0.001
H 2.8906 -2.0773 2.0293 0.001
H 3.8925 -1.7651 3.4491 -0.001
H 4.0135 -0.7207 2.0254 0.002
F 3.1240 2.3778 -0.8868 -0.002
P 4.5756 2.0175 -0.2141 0.002
F 3.8150 1.7994 1.2114 0.002
F 5.2719 2.1962 -1.6477 0.004
F 4.7986 3.5689 0.1346 0.000
F 5.9676 1.6132 0.4618 0.001
F 4.2944 0.4257 -0.5588 0.033
O 2.0715 4.3348 -2.9292 0.243
N 2.9407 3.6460 -3.3556 0.491
O 2.9603 2.6199 -3.9428 0.243
O 3.9140 -2.7189 -1.6881 0.076
S 4.2812 -2.8972 -3.1088 -0.012
O 5.6918 -2.9577 -3.3552 0.017
O 3.4412 -3.8106 -3.8371 0.036
S 3.5845 -0.9806 -3.8253 0.977
```

---

Entry 2:
# C28H40N2O6

An isolated molecule of C28H40N2O6 (wB97M-V/def2-TZVPD, the OMol25 dataset).

- SMILES = CCN1C(=O)[C@H]2[C@H]3[C@H](O)[C@H](O)C/C(=N\OC[C@@H](C)[C@H](OCc4ccccc4)C(C)C)[C@@H]3CC[C@H]2C1=O
- multiplicity = 1
- LUMO level (eV) = 0.762

```
76
Properties=species:S:1:pos:R:3:mulliken_charge:R:1
C -6.7265 3.3276 1.0024 -1.107
C -5.5554 4.3020 1.0404 -0.698
N -4.3990 3.7509 0.3622 0.141
C -3.3844 3.0902 1.0141 0.405
O -3.3642 2.8949 2.2062 -0.708
C -2.3004 2.8069 -0.0076 -0.951
C -1.4752 1.5209 0.1452 0.652
C -1.0595 1.2452 1.6057 -0.811
O -0.5251 2.3741 2.2461 -0.676
C -0.0309 0.1005 1.6000 0.704
O 1.0429 0.4480 0.7675 -0.682
C -0.7438 -1.1653 1.0911 -1.078
C -1.2155 -0.8666 -0.3006 0.063
N -0.7793 -1.3962 -1.3622 -0.470
O 0.1656 -2.4137 -1.2157 -0.011
C 0.8727 -2.6046 -2.4192 -1.426
C 2.0891 -1.6743 -2.5958 0.917
C 1.6621 -0.2083 -2.5714 -1.774
C 3.1997 -1.9878 -1.5673 -1.129
O 2.7465 -1.7739 -0.2346 0.882
C 2.6444 -2.9290 0.5688 -1.307
C 2.4184 -2.5375 2.0064 0.951
C 1.6358 -3.3353 2.8321 -0.465
C 1.4322 -2.9868 4.1552 -0.654
C 2.0034 -1.8335 4.6663 -0.500
C 2.7857 -1.0351 3.8499 -0.823
C 2.9972 -1.3876 2.5286 -0.054
C 4.4792 -1.1466 -1.7724 0.883
C 5.5623 -1.6132 -0.7985 -1.507
C 5.0140 -1.2316 -3.1998 -1.741
C -2.1812 0.2789 -0.4217 0.425
C -2.6190 0.5406 -1.8587 -0.792
C -3.6345 1.6726 -1.8769 -1.115
C -3.0226 2.9819 -1.3476 0.284
C -4.1996 3.8695 -1.0009 -0.176
O -4.8959 4.5145 -1.7376 -0.630
H -6.4581 2.3960 1.4956 0.293
H -7.0061 3.1180 -0.0276 0.301
H -7.5811 3.7597 1.5149 0.411
H -5.2609 4.5081 2.0719 0.357
H -5.8188 5.2326 0.5323 0.382
H -1.5930 3.6377 0.1249 0.564
H -0.5494 1.6674 -0.4205 0.285
H -1.9355 0.8885 2.1664 0.319
H -1.2723 2.8838 2.5879 0.521
H 0.3227 -0.0577 2.6310 0.085
H 1.6117 -0.3285 0.6336 -0.267
H -0.0507 -2.0052 1.0788 0.220
H -1.5819 -1.4062 1.7466 0.612
H 1.1993 -3.6498 -2.4014 0.408
H 0.1874 -2.4583 -3.2620 0.532
H 2.4926 -1.9178 -3.5840 0.642
H 0.7787 -0.0734 -3.1918 0.369
H 2.4538 0.4289 -2.9558 0.557
H 1.4282 0.1048 -1.5585 0.282
H 3.4678 -3.0485 -1.6889 0.602
H 3.5749 -3.5183 0.5039 0.505
H 1.8186 -3.5668 0.2208 0.340
H 1.1817 -4.2320 2.4342 0.445
H 0.8206 -3.6142 4.7870 0.396
H 1.8368 -1.5576 5.6970 0.405
H 3.2312 -0.1324 4.2400 0.399
H 3.6027 -0.7607 1.8924 0.020
H 4.2300 -0.1093 -1.5338 0.300
H 5.2059 -1.5660 0.2265 0.175
H 5.8588 -2.6377 -1.0195 0.361
H 6.4410 -0.9778 -0.8822 0.460
H 5.9834 -0.7412 -3.2554 0.474
H 4.3529 -0.7448 -3.9107 0.331
H 5.1417 -2.2708 -3.4976 0.333
H -3.0633 0.0591 0.1939 0.362
H -3.0592 -0.3639 -2.2777 0.412
H -1.7469 0.7981 -2.4585 0.255
H -4.0086 1.8458 -2.8867 0.436
H -4.4867 1.3925 -1.2507 0.446
H -2.3891 3.4258 -2.1160 0.648
```

---

Entry 3:
# C28H40NO2Pd

A structure of composition C28H40NO2Pd at a distorted geometry (wB97M-V/def2-TZVPD, the OMol25 dataset).

- multiplicity = 3
- LUMO level (spin up / spin down) (eV) = 2.255 / 2.255
- net charge = -1

```
72
Properties=species:S:1:pos:R:3:mulliken_spin:R:1
O 0.6485 -1.2265 -1.1775 0.018
C -0.1219 -1.0477 -2.4136 -0.001
C 0.3253 -2.4396 -2.8782 0.000
H 0.2659 -0.2447 -3.0616 -0.002
H -1.1801 -0.9440 -2.1422 -0.001
C 0.9503 -2.6161 -1.4892 0.000
H 1.1535 -2.4120 -3.5716 0.000
H -0.4773 -3.0726 -3.2599 0.000
C 2.4682 -2.6619 -1.4113 -0.001
H 2.9053 -1.8198 -1.9652 0.000
H 2.8902 -3.5931 -1.8039 0.000
H 2.7397 -2.5782 -0.3489 0.002
C 0.2199 -3.6446 -0.6526 -0.006
H -0.8470 -3.6694 -0.9056 0.001
H 0.3477 -3.4363 0.4121 -0.002
H 0.6476 -4.6329 -0.8742 0.000
Pd -0.7479 0.0010 1.8099 0.808
C -2.5201 -1.0895 2.8305 0.162
C -3.0477 0.0290 2.1184 0.117
C -2.8181 -0.1837 0.7222 0.076
H -3.5720 0.8753 2.5533 -0.056
C -2.1889 -1.4564 0.5651 0.167
C -1.9948 -2.0142 1.8664 -0.042
H -1.5585 -2.9853 2.0809 0.012
H -2.5386 -1.2241 3.9117 -0.001
H -3.0908 0.4933 -0.0826 -0.021
H -1.9561 -1.9340 -0.3777 -0.014
C 0.6675 -0.0044 3.8074 0.192
C 0.4383 -1.3570 3.3950 -0.024
C 1.0309 -1.5359 2.1038 0.083
H -0.0458 -2.1246 3.9867 0.004
C 1.5720 -0.2807 1.6800 0.064
C 1.3682 0.6581 2.7450 0.082
H 1.7240 1.6790 2.7612 -0.022
H 0.4326 0.4070 4.7794 0.003
H 1.1427 -2.4741 1.5813 0.007
H 2.0947 -0.0964 0.7478 -0.009
O 1.4364 -1.2284 -4.9481 0.000
C 1.8710 -2.5070 -5.5337 0.000
C 2.1747 -2.3433 -7.0200 0.000
H 1.0629 -3.2479 -5.3993 0.000
H 2.7222 -2.8901 -4.9436 0.000
C 1.5851 -0.9780 -7.3743 0.000
H 1.7235 -3.1607 -7.5745 0.000
H 3.2525 -2.3537 -7.1691 0.000
C 1.3482 -0.2778 -6.0165 0.000
H 0.6252 -1.1037 -7.8762 0.000
H 2.2388 -0.3721 -7.9977 0.000
H 0.3750 0.2269 -5.9454 0.000
H 2.1131 0.4949 -5.8427 0.000
C -1.5986 3.2481 5.9483 0.001
N -1.0852 3.4255 4.6114 0.000
C 0.3304 3.6832 4.5471 -0.004
C -1.6947 2.5521 3.6332 0.044
C -1.3396 2.9341 2.2244 -0.081
C -1.4279 4.2818 1.8389 0.032
C -1.0008 4.6800 0.5792 -0.028
C -0.4860 3.7351 -0.3086 0.028
C -0.3983 2.3844 0.0613 -0.040
C -0.8549 2.0270 1.3085 0.459
H -1.3073 2.2743 6.3839 0.000
H -2.6931 3.2961 5.9135 0.000
H -1.2109 4.0449 6.5933 0.000
H 0.9475 2.7769 4.7014 0.002
H 0.6143 4.1410 3.5917 0.000
H 0.5635 4.3883 5.3600 0.000
H -1.4491 1.4848 3.8340 -0.020
H -2.7846 2.6459 3.7958 0.000
H -1.8053 4.9976 2.5664 0.003
H -1.0576 5.7336 0.2991 -0.003
H -0.1428 4.0395 -1.2931 0.001
H 0.0256 1.6235 -0.5912 0.013
```